Entry from the OMol25 dataset: an isolated ion of composition C5H10N3 and charge +1 at a distorted geometry (wB97M-V/def2-TZVPD).

Geometry as XYZ:
```
18
Properties=species:S:1:pos:R:3
N 1.110 0.568 -0.860
N -1.309 -0.307 0.314
N -0.249 1.639 -0.015
C 1.634 -1.716 -1.398
C -1.718 1.448 1.941
C 0.962 -0.760 -0.400
C -1.007 0.935 0.754
C -0.524 -1.084 -0.282
H -0.919 -1.968 -0.763
H 0.822 0.700 -1.831
H -2.791 1.435 1.741
H -1.554 0.778 2.786
H 0.112 2.569 0.125
H 1.437 -0.842 0.588
H -1.408 2.456 2.200
H 1.639 -2.718 -0.980
H 2.660 -1.404 -1.572
H 1.104 -1.727 -2.348
```

Properties
LUMO energy = -0.1964 Eh
2S+1 = 1
energy relative to the best compared isomer or geometry (same formula, charge and spin) = 351.6 kJ/mol
highest occupied orbital energy = -15.099 eV
molecular weight = 112.2 u
gap between HOMO and LUMO = 0.3585 hartree
net charge = +1

Atom charges from the Löwdin analysis, given in e for atoms 1 to 5:
1. N 0.198
2. N 0.171
3. N 0.243
4. C -0.021
5. C 0.028

=====

Entry from the OMol25 dataset: a 2-piece molecular cluster, C5H10N3 overall at a distorted geometry (wB97M-V/def2-TZVPD).

Geometry as XYZ:
```
18
Properties=species:S:1:pos:R:3
N 0.717 -1.304 -2.082
N -1.286 0.840 1.842
N 1.239 -0.662 0.342
C -0.896 -0.268 1.695
C 1.586 0.531 -0.447
C -0.621 -0.876 -1.509
C -1.264 2.082 2.228
C 0.639 -0.447 -0.892
H -1.910 2.696 1.703
H -1.408 -1.133 2.006
H 2.491 0.609 -0.902
H 0.519 -0.627 1.177
H -1.108 -1.638 -1.067
H 0.940 -0.961 -3.010
H 1.096 -2.284 -2.083
H 1.215 1.403 -0.096
H -0.646 2.327 3.105
H -1.306 -0.288 -2.009
```

Properties
LUMO energy (alpha / beta) = -0.1173 / -0.1873 Eh
2S+1 = 3
energy relative to the best compared isomer or geometry (same formula, charge and spin) = 547.3 kJ/mol
highest occupied orbital energy (alpha / beta) = -9.443 / -14.014 eV
<S²> = 2.022
molecular weight = 112.2 u
gap between HOMO and LUMO (alpha / beta) = 0.2297 / 0.3277 hartree
net charge = +1

Atom charges from the Löwdin analysis, given in e for atoms 1 to 5:
1. N 0.196
2. N -0.044
3. N 0.112
4. C -0.022
5. C 0.001

=====

Entry from the OMol25 dataset: C5H10N3 as an isolated structure at a distorted geometry (wB97M-V/def2-TZVPD).

Geometry as XYZ:
```
18
Properties=species:S:1:pos:R:3
N -0.059 -2.506 -0.026
N -1.607 -1.177 1.116
N -0.906 1.228 1.646
C 0.466 0.218 -0.058
C 0.195 1.194 1.040
C 0.777 1.333 -2.209
C -0.529 -1.386 0.451
C -0.041 0.765 -1.337
H 0.409 1.824 -3.092
H -2.233 -1.928 1.384
H 0.776 -2.536 -0.591
H 1.846 1.352 -2.065
H -1.113 0.792 -1.457
H 1.014 1.899 1.211
H 1.503 -0.105 -0.085
H -1.714 -0.183 1.454
H -0.536 -3.390 0.119
H -1.033 1.952 2.347
```

Properties
LUMO energy (alpha / beta) = -0.1068 / -0.2957 Eh
2S+1 = 3
energy relative to the best compared isomer or geometry (same formula, charge and spin) = 290.1 kJ/mol
highest occupied orbital energy (alpha / beta) = -9.040 / -13.497 eV
<S²> = 2.020
molecular weight = 112.2 u
gap between HOMO and LUMO (alpha / beta) = 0.2254 / 0.2003 hartree
net charge = +1

Atom charges from the Löwdin analysis, given in e for atoms 1 to 5:
1. N 0.187
2. N 0.187
3. N 0.078
4. C -0.143
5. C -0.234

=====

Entry from the OMol25 dataset: a 2-piece molecular cluster, C5H10N3 overall at a distorted geometry (wB97M-V/def2-TZVPD).

Geometry as XYZ:
```
18
Properties=species:S:1:pos:R:3
N 1.321 0.006 -1.037
N -0.900 -3.331 -2.124
N -1.169 -6.120 0.248
C -1.253 -5.176 -0.535
C 0.307 0.659 -0.559
C -1.072 -4.241 -1.313
C -0.237 2.524 0.791
C 0.117 1.061 0.932
H -0.623 0.579 1.468
H 2.167 -0.113 -0.470
H -0.420 1.105 -1.179
H -1.773 -6.011 1.026
H -0.421 2.860 1.789
H -0.422 -3.376 -3.008
H 0.636 3.138 0.496
H -1.001 2.565 0.039
H 1.046 0.906 1.525
H 1.348 -0.250 -2.048
```

Properties
LUMO energy (alpha / beta) = -0.1890 / -0.1891 Eh
2S+1 = 3
energy relative to the best compared isomer or geometry (same formula, charge and spin) = 201.1 kJ/mol
highest occupied orbital energy (alpha / beta) = -10.011 / -13.352 eV
<S²> = 2.022
molecular weight = 112.2 u
gap between HOMO and LUMO (alpha / beta) = 0.1789 / 0.3016 hartree
net charge = +1

Atom charges from the Löwdin analysis, given in e for atoms 1 to 5:
1. N 0.238
2. N 0.106
3. N 0.156
4. C -0.187
5. C 0.013

=====

Entry from the OMol25 dataset: an isolated ion of composition C5H10N3O and charge +1 at a distorted geometry (wB97M-V/def2-TZVPD).

Geometry as XYZ:
```
19
Properties=species:S:1:pos:R:3
O -3.041 -0.781 0.550
N -1.427 0.729 0.152
N 3.011 -1.145 0.541
N 1.793 -0.496 0.260
C -2.711 -1.188 -0.764
C 1.922 0.788 -0.018
C -0.544 1.609 -0.215
C 0.865 1.707 -0.350
C -2.278 0.248 0.940
H -3.294 -2.107 -0.841
H -1.083 2.493 -0.754
H -3.132 -0.341 -1.415
H 2.901 1.106 -0.335
H -2.296 0.362 1.967
H 3.925 -0.826 0.180
H 2.790 -2.087 0.201
H 0.966 2.690 -0.743
H 3.192 -1.531 1.486
H -1.559 -1.230 -0.841
```

Properties
LUMO energy = -0.1349 Eh
2S+1 = 1
energy relative to the best compared isomer or geometry (same formula, charge and spin) = 442.6 kJ/mol
highest occupied orbital energy = -12.158 eV
SMILES = CO/C=N/C=C\C=N\[NH3+]
molecular weight = 128.2 u
gap between HOMO and LUMO = 0.3119 hartree
net charge = +1

Atom charges from the Löwdin analysis, given in e for atoms 1 to 5:
1. O -0.066
2. N 0.100
3. N 0.097
4. N -0.009
5. C -0.059

=====

Entry from the OMol25 dataset: a 2-piece molecular cluster, C5H10N3O3 overall at a distorted geometry (wB97M-V/def2-TZVPD).

Geometry as XYZ:
```
21
Properties=species:S:1:pos:R:3
O -4.378 -0.399 0.311
O 2.273 1.789 0.244
O 3.976 -0.380 -0.086
N 2.160 -1.769 0.010
N 1.864 0.384 0.354
N -3.039 -0.597 -0.320
C 0.842 -1.542 -0.093
C -0.317 0.509 1.147
C 2.797 -0.603 0.094
C 0.490 -0.093 -0.015
C -0.139 0.606 -1.261
H -2.575 -1.412 0.006
H -1.189 0.666 -1.093
H -0.158 -0.175 -2.155
H 0.034 -2.163 -0.403
H 3.145 1.604 0.607
H 0.037 -0.082 2.113
H -4.634 0.295 -0.246
H -0.145 1.521 1.323
H -1.304 0.310 0.856
H 0.260 1.530 -1.395
```

Properties
LUMO energy = 0.0997 Eh
2S+1 = 1
energy relative to the best compared isomer or geometry (same formula, charge and spin) = 340.2 kJ/mol
highest occupied orbital energy = -1.498 eV
molecular weight = 160.2 u
gap between HOMO and LUMO = 0.1548 hartree
net charge = -1

Atom charges from the Löwdin analysis, given in e for atoms 1 to 5:
1. O -0.325
2. O 0.026
3. O 0.058
4. N 0.167
5. N -0.036